No. 1
16
Properties=species:S:1:pos:R:3:forces:R:3 method="wB97M-V/def2-TZVPD" relative_energy_kcal_mol=76.7 lumo_energy_ev=-0.2 orbital_gap_ev=8.54 largest_force_ev_per_a=2.075 total_energy_ha=-396.97012 charge=0
C -1.797 0.456 0.573 -0.30 0.10 -0.10
C -1.615 -0.480 -0.428 -0.24 -0.48 -0.17
N -0.629 -1.115 -1.133 -0.07 -0.06 -0.17
C 0.640 -1.235 -1.372 0.67 0.57 0.14
C 1.880 -0.612 -0.900 -1.02 -1.17 -1.37
C 1.904 0.328 0.056 0.36 0.47 1.46
N 0.853 0.343 0.909 -0.45 0.38 -0.27
N 0.264 1.421 1.463 0.47 0.59 0.38
C -1.031 1.366 1.383 0.24 -0.75 0.32
H -2.852 0.644 0.738 -0.06 -0.23 -0.02
H -2.594 -0.877 -0.787 0.67 0.46 0.33
H 0.874 -1.886 -2.232 -0.27 -0.01 0.35
H 2.720 -0.895 -1.534 0.06 0.42 0.45
H 2.732 1.010 0.277 -0.41 -0.07 -0.27
H 0.254 -0.468 0.915 -0.06 -0.32 -0.45
H -1.603 2.002 2.072 0.41 0.11 -0.61

***

No. 2
16
Properties=species:S:1:pos:R:3:forces:R:3 method="wB97M-V/def2-TZVPD" relative_energy_kcal_mol=151.8 lumo_energy_ev="-0.7 / -1.1" orbital_gap_ev="8.83 / 8.21" largest_force_ev_per_a=3.143 total_energy_ha=-396.85031 charge=0
C 0.415 -1.107 2.075 2.10 -0.90 -1.08
C -0.905 0.299 1.163 -0.12 -0.67 -0.42
C -0.850 0.053 -1.957 0.56 0.46 -1.22
C 1.199 0.007 -0.140 -1.00 1.94 2.26
C -0.933 1.296 -1.132 1.48 -2.23 1.38
C 0.424 0.578 -1.276 -2.28 0.65 0.26
N -0.645 -1.001 2.783 -0.51 -1.90 2.37
N -1.536 -0.176 2.214 0.29 1.71 -1.43
N 0.318 -0.299 0.999 -0.62 0.64 -1.22
H 1.278 -1.811 2.162 -1.02 0.81 0.44
H -1.274 -0.944 -1.684 0.24 1.13 -0.17
H -0.863 0.317 -3.075 -0.12 -0.72 1.66
H 1.784 -0.817 -0.444 0.67 -1.02 -0.08
H 1.824 0.866 0.228 0.01 -1.05 -0.46
H -1.377 1.579 -0.160 -0.47 0.40 -0.30
H 1.141 1.161 -1.755 0.80 0.74 -2.00

***

No. 3
17
Properties=species:S:1:pos:R:3:forces:R:3 method="wB97M-V/def2-TZVPD" relative_energy_kcal_mol=18.5 lumo_energy_ev=0.2 orbital_gap_ev=9.77 largest_force_ev_per_a=5.260 total_energy_ha=-795.22207 charge=0
N -2.208 -2.555 -0.355 -1.13 -2.38 -0.83
C -1.786 -1.583 0.031 0.66 0.95 -0.32
C -1.234 -0.341 0.461 0.15 0.45 -0.12
C -1.956 0.833 -0.192 -0.84 -0.47 2.24
S -1.187 2.390 0.210 1.06 1.24 -1.06
C 0.243 -0.316 0.263 0.40 -0.62 0.97
N 1.054 -0.834 1.100 0.44 0.68 0.86
C 2.389 -0.555 0.582 -3.20 3.74 -1.85
C 2.023 -0.034 -0.816 1.62 -0.42 1.01
N 0.789 0.202 -0.917 -0.74 0.14 -1.28
H -1.494 -0.373 1.483 0.38 0.51 1.60
H -2.044 0.584 -1.188 -0.22 0.20 -2.41
H -2.986 0.812 0.264 0.91 0.45 -0.62
H -0.240 2.609 -0.848 -1.48 -0.76 1.34
H 2.991 -1.351 0.508 2.49 -2.90 0.39
H 2.857 0.398 0.979 -0.27 -1.27 0.41
H 2.791 0.113 -1.564 -0.24 0.45 -0.33